73
Properties=species:S:1:pos:R:3:mulliken_charge:R:1 method="wB97M-V/def2-TZVPD" s_squared=1.208 charge=+2 lumo_energy_ha="-0.3100 / -0.3156" gap_ev="4.65 / 4.50" multiplicity=2
Re -0.5030 0.4048 -1.0822 1.884
O 4.3949 2.5288 0.3721 -0.637
C 4.6849 1.5416 -0.5151 0.424
C 6.0307 1.3098 -0.7890 -0.607
C 6.4044 0.3066 -1.6610 -0.417
C 5.4397 -0.4757 -2.2862 -0.883
C 4.1013 -0.2555 -2.0191 -0.443
C 3.7123 0.7524 -1.1435 0.412
C 2.2679 0.8880 -0.7401 0.506
O 1.3906 0.0711 -1.4574 -0.692
N 1.7712 2.2729 -0.8360 -0.314
N 0.4190 2.2419 -1.0794 -0.014
C -0.1950 3.3623 -1.3537 -0.054
C -1.5255 3.4087 -1.8273 0.155
Br -2.1090 1.6798 -2.5547 -0.110
C -2.3818 4.4582 -1.9011 -0.735
C -2.2395 5.7097 -1.2159 0.830
C -2.9581 6.8236 -1.6885 -0.524
C -2.8585 8.0415 -1.0511 -0.619
C -2.0491 8.1771 0.0726 -0.395
C -1.3578 7.0780 0.5742 -0.705
C -1.4597 5.8545 -0.0503 -0.351
H 3.4570 2.5977 0.5722 0.331
H 6.7623 1.9208 -0.2782 0.450
H 7.4537 0.1219 -1.8437 0.405
H 5.7323 -1.2611 -2.9682 0.419
H 3.3359 -0.8732 -2.4686 0.474
H 2.1995 0.6213 0.3271 0.010
H 2.2863 2.8684 -1.4796 0.355
H 0.3581 4.2979 -1.3269 0.771
H -3.2688 4.3421 -2.5163 0.374
H -3.5730 6.7274 -2.5746 0.377
H -3.4080 8.8951 -1.4225 0.412
H -1.9746 9.1318 0.5748 0.413
H -0.7631 7.1770 1.4717 0.411
H -0.9988 4.9866 0.4022 0.593
C 0.9881 -7.0089 -1.1185 -1.585
C 0.0758 -5.8417 -0.9176 0.858
C -0.6109 -5.6752 0.2848 -0.810
C -1.4412 -4.5881 0.4801 -0.313
C -1.5819 -3.6583 -0.5379 0.562
C -0.9330 -3.8101 -1.7550 -0.340
C -0.1162 -4.9049 -1.9386 -1.016
S -2.5685 -2.2198 -0.1980 0.504
C -3.9730 -2.6349 -1.2462 -1.209
O -1.9281 -1.0536 -1.0158 -0.670
H 1.3610 -7.3878 -0.1695 0.405
H 1.8264 -6.7497 -1.7628 0.392
H 0.4405 -7.8196 -1.6056 0.330
H -0.4724 -6.3896 1.0842 0.428
H -1.9700 -4.4620 1.4170 0.412
H -1.0453 -3.0682 -2.5362 0.433
H 0.3989 -5.0352 -2.8814 0.410
H -3.6187 -2.8196 -2.2581 0.396
H -4.6832 -1.8097 -1.2290 0.446
H -4.4337 -3.5291 -0.8302 0.431
F -3.2749 0.3043 4.3247 -0.308
C -2.4312 -0.7193 4.1941 0.380
C -1.2513 -0.5440 3.5884 -0.212
N -0.3578 -1.5773 3.4080 0.198
C 0.8685 -1.3596 2.6605 -1.658
C 0.5582 -1.1826 1.1612 1.217
O 0.8588 -2.0002 0.3256 -0.504
O -0.0617 -0.0433 0.9028 -0.683
C -0.6299 -2.8686 3.8708 0.459
O 0.1384 -3.7887 3.7164 -0.608
N -1.8530 -2.9949 4.4843 -0.054
C -2.8390 -2.0224 4.7213 0.199
O -3.8716 -2.2901 5.2700 -0.555
H -0.9565 0.4250 3.2150 0.475
H 1.5008 -2.2336 2.7807 0.462
H 1.3648 -0.4570 3.0211 0.362
H -2.0560 -3.9155 4.8532 0.253

62
Properties=species:S:1:pos:R:3:mulliken_charge:R:1 method="wB97M-V/def2-TZVPD" charge=+1 lumo_energy_ha=-0.1643 gap_ev=5.52
C -2.7346 -5.7033 0.4447 -0.953
N -2.0980 -4.3742 0.4413 0.172
C -2.0010 -3.5701 -0.6610 -0.929
C -0.9643 -2.6078 -0.4625 0.296
C -0.2831 -1.8287 -1.4120 -0.245
C -0.3436 -0.4391 -1.6296 0.717
C -0.9001 0.4794 -0.6944 -0.409
C -0.9227 1.8376 -0.9384 0.370
C -0.4206 2.3361 -2.1883 0.772
N -0.3036 3.6795 -2.3827 -0.010
C -0.9035 4.6471 -1.4826 -0.575
C -0.8724 4.1690 -0.0355 -0.814
C -1.4651 2.7810 0.0941 -0.689
C 0.0639 4.2378 -3.6631 -0.548
C 1.0618 3.3768 -4.4213 -0.851
C 0.5745 1.9344 -4.4936 -0.930
C 0.0573 1.4304 -3.1851 0.406
C 0.0940 0.0839 -2.8873 -1.445
C -0.3494 -2.9567 0.8100 1.386
C 0.9741 -2.8230 1.2475 -0.579
C 1.5618 -3.8471 2.0280 -0.478
C 0.7348 -4.8344 2.6003 -0.485
C -0.6731 -4.6774 2.5102 -1.122
C -1.1525 -3.9610 1.4011 -0.528
H -2.7667 -6.1187 1.4617 0.323
H -3.7535 -5.5816 0.0607 0.353
H -2.1740 -6.4005 -0.2048 0.326
H -2.6378 -3.7271 -1.5310 0.453
H 0.1482 -2.3654 -2.2696 0.367
H -1.3079 0.0951 0.2422 0.545
H -0.3429 5.5890 -1.6109 0.413
H -1.9476 4.8492 -1.8024 0.256
H 0.1683 4.1685 0.3123 0.280
H -1.4303 4.8870 0.5687 0.385
H -2.5593 2.8616 0.0204 0.401
H -1.2561 2.3763 1.0863 0.106
H -0.8473 4.3448 -4.2814 0.278
H 0.4640 5.2471 -3.4870 0.397
H 1.1727 3.7876 -5.4290 0.365
H 2.0468 3.4049 -3.9361 0.318
H -0.1808 1.8640 -5.2881 0.331
H 1.4024 1.2887 -4.7920 0.408
H 0.4721 -0.6147 -3.6417 0.429
H 1.5539 -1.9523 0.9129 0.381
H 2.6556 -3.8405 2.1988 0.406
H 1.1761 -5.6926 3.1463 0.380
H -1.3728 -5.1691 3.2034 0.534
C 0.9271 -0.9735 3.5859 -1.153
N 0.6767 -0.2066 2.3543 -0.085
N 1.5278 0.9043 2.1006 -0.048
C 1.0928 2.0149 2.9691 -1.151
C 2.9402 0.5617 2.2926 -0.952
H 0.6513 -0.3518 4.4558 0.410
H 0.1897 -1.7816 3.5358 0.339
H 1.9581 -1.3659 3.6251 0.368
H -0.2576 0.1887 2.4805 0.262
H 1.7015 2.8983 2.7465 0.312
H 0.0246 2.2178 2.7648 0.292
H 1.2427 1.7052 4.0295 0.489
H 3.5728 1.1745 1.6260 0.288
H 3.1950 0.8513 3.3357 0.351
H 3.1397 -0.5090 2.1185 0.316

16
Properties=species:S:1:pos:R:3:mulliken_charge:R:1 method="wB97M-V/def2-TZVPD" smiles="CCNC(=O)O.O" lumo_energy_ha=0.0239 gap_ev=11.09
C 0.9566 -0.1576 -1.7337 -0.260
N 0.7966 0.7714 -0.6044 -0.205
C -0.1499 0.5229 0.3300 0.526
O -0.3699 1.6289 1.0978 -0.480
O -0.7669 -0.5007 0.4999 -0.673
C 2.2436 0.1970 -2.4370 -1.181
H 1.0212 -1.1305 -1.2555 0.254
H 0.0526 -0.1110 -2.3213 0.305
H 0.8360 1.7668 -0.7676 0.274
H -1.0455 1.3609 1.7365 0.326
H 2.5359 -0.5552 -3.1833 0.363
H 3.0157 0.2711 -1.6872 0.344
H 2.1544 1.0650 -3.0943 0.324
H -3.1149 -1.9092 2.3093 0.295
H -1.7524 -1.3503 1.9617 0.425
O -2.2391 -1.7697 2.6871 -0.638

10
Properties=species:S:1:pos:R:3:mulliken_charge:R:1 method="wB97M-V/def2-TZVPD" charge=+1 lumo_energy_ha="-0.3567 / -0.3260" gap_ev="4.99 / 5.83"
C -0.9659 0.0904 0.0720 -0.009
C 2.5813 0.9766 -0.7067 -0.127
C -2.6457 0.9520 -0.4012 -0.018
C 1.4356 -0.8849 0.5300 -0.504
C 0.0429 -0.4785 0.4496 0.323
N 2.2448 0.0386 -0.1833 0.022
H -3.6751 0.4130 -0.2807 0.318
H -2.3926 1.8165 -0.8403 0.338
H 1.8593 -1.1659 1.4869 0.359
H 1.5155 -1.7578 -0.1263 0.298

Relative energy (zero: lowest compared OMol25 entry of this formula, charge and spin), respectively: 188.1 217.8 11.2 581.2 kJ/mol.
Energy, respectively: -5055.43265 -1191.11355 -400.21724 -247.04056 a.u..
Strongest force on any atom, respectively: 4.08 4.09 1.49 9.01 eV/A.